A 33-piece molecular cluster, C15H84BN5O37P2S2 overall at a distorted geometry, computed with ωB97M-V with the def2-TZVPD basis set.

Last columns: bonded neighbours and bond lengths (Å).
Positions of all 146 atoms, in Å:
1 C 4.629 2.355 2.980  N2 1.527, H31 1.151, H32 1.139, H33 1.156
2 N 4.884 3.611 2.150  C1 1.527, C3 1.524, B4 1.495
3 C 6.352 3.476 1.764  N2 1.524, H34 1.158, H35 1.146, H36 1.162
4 B 4.061 3.594 0.902  N2 1.495, O5 1.468, C6 1.644
5 O 4.646 2.971 -0.292  B4 1.468, H37 0.993
6 C 2.531 4.184 0.789  B4 1.644, C7 1.545, C30 1.593
7 C 2.332 5.688 1.076  C6 1.545, C8 1.599, C10 1.599
8 C 3.592 6.592 1.467  C7 1.599, N9 1.525, H38 1.160, H39 1.151
9 N 4.439 6.864 0.228  C8 1.525, H40 1.031, H41 1.042
10 C 0.841 6.244 0.912  C7 1.599, S11 1.866, C12 1.573
11 S 0.630 8.071 1.224  C10 1.866, H42 1.408
12 C -0.358 5.321 0.481  C10 1.573, C13 1.585, C17 1.584
13 C -1.764 6.035 0.319  C12 1.585, C14 1.724, H43 1.140, H44 1.139
14 C -2.951 5.110 1.160  C13 1.724, C15 1.692, O16 1.516, H45 1.203
15 C -2.803 5.181 2.844  C14 1.692, O16 1.618, H46 1.157, H47 1.138
16 O -3.949 5.916 1.968  C14 1.516, C15 1.618
17 C -0.060 3.789 0.208  C12 1.584, N18 1.438, C30 1.553
18 N -1.171 2.984 -0.224  C17 1.438, C19 1.422
19 C -0.833 1.623 -0.458  N18 1.422, P20 1.912, C25 1.555
20 P -2.220 0.414 -0.977  C19 1.912, P21 2.218, H48 1.444
21 P -3.413 0.256 0.886  P20 2.218, O22 1.557, O23 1.710, O24 1.707
22 O -2.627 0.962 2.029  P21 1.557
23 O -3.556 -1.380 1.362  P21 1.710, H49 0.990
24 O -4.916 1.057 0.764  P21 1.707, H50 0.996
25 C 0.618 1.094 -0.270  C19 1.555, N26 1.508, N29 1.428
26 N 0.814 -0.377 -0.534  C25 1.508, C27 1.306
27 C 1.463 -0.820 0.509  N26 1.306, S28 1.648
28 S 2.284 -1.494 1.769  C27 1.648
29 N 1.774 1.821 0.146  C25 1.428, C30 1.443
30 C 1.365 3.189 0.356  C6 1.593, C17 1.553, N29 1.443
31 H 4.609 1.487 2.224  C1 1.151
32 H 3.698 2.435 3.633  C1 1.139
33 H 5.590 2.208 3.605  C1 1.156
34 H 7.026 3.573 2.702  C3 1.158
35 H 6.655 4.200 0.929  C3 1.146
36 H 6.488 2.374 1.422  C3 1.162
37 H 4.443 2.006 -0.172  O5 0.993
38 H 4.261 6.120 2.288  C8 1.160
39 H 3.314 7.633 1.871  C8 1.151
40 H 5.275 6.271 0.333  N9 1.031
41 H 4.730 7.862 0.291  N9 1.042
42 H 1.723 8.709 0.607  S11 1.408
43 H -1.886 7.024 0.873  C13 1.140
44 H -2.146 6.150 -0.748  C13 1.139
45 H -3.289 4.061 0.678  C14 1.203
46 H -3.621 4.440 3.191  C15 1.157
47 H -2.609 6.182 3.349  C15 1.138
48 H -1.655 -0.874 -1.303  P20 1.444
49 H -3.198 -1.472 2.280  O23 0.990
50 H -4.779 1.934 1.216  O24 0.996
51 O -3.081 -4.357 1.413  H52 0.967, H53 0.965
52 H -3.269 -3.431 1.621  O51 0.967
53 H -2.815 -4.335 0.485  O51 0.965
54 O -3.436 -6.489 -0.705  H55 0.970, H56 0.968
55 H -3.621 -6.076 0.153  O54 0.970
56 H -3.041 -7.342 -0.473  O54 0.968
57 O 7.000 1.495 -1.354  H58 0.966, H59 0.967
58 H 7.403 1.901 -2.132  O57 0.966
59 H 6.316 2.127 -1.090  O57 0.967
60 O -0.670 -5.466 -1.244  H61 0.966, H62 0.967
61 H -1.628 -5.449 -1.117  O60 0.966
62 H -0.563 -5.595 -2.197  O60 0.967
63 O -5.766 3.280 -1.415  H64 0.966, H65 0.966
64 H -4.911 3.366 -1.857  O63 0.966
65 H -5.588 2.684 -0.676  O63 0.966
66 O 2.088 -4.484 -1.584  H67 0.966, H68 0.967
67 H 1.130 -4.466 -1.457  O66 0.966
68 H 2.192 -4.615 -2.536  O66 0.967
69 O -6.353 -5.918 -0.444  H70 0.967, H71 0.967
70 H -5.492 -5.825 -0.875  O69 0.967
71 H -6.179 -6.517 0.295  O69 0.967
72 O -3.135 8.287 -1.083  H73 0.966, H74 0.966
73 H -2.733 8.689 -1.864  O72 0.966
74 H -3.818 8.918 -0.822  O72 0.966
75 O 9.111 2.988 -3.149  H76 0.969, H77 0.965
76 H 9.495 3.330 -3.971  O75 0.969
77 H 9.630 2.197 -2.961  O75 0.965
78 O -1.070 -7.901 -3.194  H79 0.966, H80 0.966
79 H -1.369 -8.773 -3.482  O78 0.966
80 H -1.829 -7.540 -2.718  O78 0.966
81 O -0.264 -9.428 -0.862  H82 0.966, H83 0.967
82 H 0.132 -9.094 -1.677  O81 0.966
83 H 0.255 -10.217 -0.655  O81 0.967
84 O -2.044 9.212 3.642  H85 0.967, H86 0.966
85 H -1.497 9.329 2.853  O84 0.967
86 H -2.874 8.855 3.301  O84 0.966
87 O -8.940 -7.744 -1.839  H88 0.966, H89 0.968
88 H -8.677 -8.564 -1.403  O87 0.966
89 H -8.260 -7.108 -1.573  O87 0.968
90 O -8.919 -8.021 -5.119  H91 0.968, H92 0.965
91 H -9.227 -7.838 -4.220  O90 0.968
92 H -8.284 -7.316 -5.297  O90 0.965
93 O 0.993 -12.444 -0.649  H94 0.965, H95 0.965
94 H 1.435 -12.858 -1.401  O93 0.965
95 H 0.590 -13.184 -0.179  O93 0.965
96 O -3.534 0.181 -3.935  H97 0.967, H98 0.967
97 H -4.489 0.200 -3.785  O96 0.967
98 H -3.449 0.050 -4.889  O96 0.967
99 O 1.710 -5.528 -4.357  H100 0.968, H101 0.966
100 H 2.100 -5.303 -5.214  O99 0.968
101 H 1.158 -6.298 -4.546  O99 0.966
102 O -0.196 -4.757 2.145  H103 0.966, H104 0.966
103 H -1.151 -4.716 2.291  O102 0.966
104 H -0.111 -4.854 1.187  O102 0.966
105 O -2.655 -2.566 -4.410  H106 0.970, H107 0.965
106 H -2.844 -1.638 -4.203  O105 0.970
107 H -2.390 -2.551 -5.338  O105 0.965
108 O -5.229 -3.230 0.022  H109 0.967, H110 0.965
109 H -5.534 -4.104 -0.257  O108 0.967
110 H -5.977 -2.867 0.510  O108 0.965
111 O -2.555 11.735 5.034  H112 0.965, H113 0.969
112 H -3.328 11.923 4.488  O111 0.965
113 H -2.118 11.001 4.576  O111 0.969
114 O 4.675 2.550 5.794  H115 0.966, H116 0.968
115 H 4.931 1.727 6.229  O114 0.966
116 H 5.365 3.177 6.054  O114 0.968
117 O 3.754 -5.999 -6.244  H118 0.966, H119 0.966
118 H 4.014 -6.819 -5.804  O117 0.966
119 H 4.435 -5.367 -5.982  O117 0.966
120 O 6.996 4.809 6.745  H121 0.966, H122 0.965
121 H 6.697 4.998 7.644  O120 0.966
122 H 7.638 5.506 6.562  O120 0.965
123 O -8.752 -7.325 1.134  H124 0.965, H125 0.965
124 H -9.270 -7.979 0.649  O123 0.965
125 H -8.626 -6.610 0.498  O123 0.965
126 O 10.798 2.942 -5.385  H127 0.965, H128 0.966
127 H 11.679 2.549 -5.402  O126 0.965
128 H 10.447 2.770 -6.268  O126 0.966
129 O 7.426 5.844 -3.087  H130 0.965, H131 0.966
130 H 6.761 5.678 -3.766  O129 0.965
131 H 8.006 5.073 -3.132  O129 0.966
132 O 1.645 2.345 6.742  H133 0.967, H134 0.965
133 H 2.505 2.427 6.307  O132 0.967
134 H 1.812 1.745 7.478  O132 0.965
135 O 5.322 -2.370 -0.137  H136 0.966, H137 0.966
136 H 4.989 -3.222 -0.448  O135 0.966
137 H 4.585 -2.002 0.366  O135 0.966
138 O 2.064 -13.982 1.154  H139 0.966, H140 0.965
139 H 1.752 -13.797 2.049  O138 0.966
140 H 2.702 -13.279 0.979  O138 0.965
141 O -4.167 14.528 5.035  H142 0.965, H143 0.967
142 H -3.785 14.863 4.214  O141 0.965
143 H -3.643 13.739 5.231  O141 0.967
144 O -10.724 -10.335 -4.847  H145 0.965, H146 0.968
145 H -11.033 -10.154 -3.951  O144 0.965
146 H -10.087 -9.627 -5.023  O144 0.968

Summary:
HOMO level: -8.19 eV
F_max: 6.6 eV/Å
E_tot: -5183.19250 hartree
charge: 0